(1)
Entry from OMol25: 3 unconnected molecules or ions with the total composition C18H26Br2F16O4PS at a distorted geometry (the ωB97M-V functional and the def2-TZVPD basis).

Structure (XYZ):
```
68
Properties=species:S:1:pos:R:3:nbo_charge:R:1
F 2.0928 5.9294 3.7489 -0.342
C 0.8294 5.1632 3.8443 0.578
F -0.1236 6.0394 4.6233 -0.340
Br 0.9903 3.4617 4.9381 0.106
C 0.1489 4.7562 2.4100 0.244
F -0.2661 3.3147 2.4326 -0.377
Br -1.5834 5.8292 2.3063 0.128
C 1.0091 5.1842 1.0822 -0.494
C 2.4837 4.4814 0.9485 -0.677
P 2.4046 2.6495 0.2893 0.917
C 4.1707 2.0919 -0.0011 -0.746
C 5.0524 1.4670 1.1758 -0.505
C 4.3847 0.9420 2.5535 0.649
F 5.5648 0.9722 3.5195 -0.329
F 3.4634 1.9268 3.2355 -0.344
C 3.9205 -0.6113 2.6366 0.594
F 4.1209 -1.0082 4.0856 -0.290
F 4.9108 -1.4911 1.9075 -0.303
C 2.3564 -0.9838 2.3246 0.589
F 1.3693 -0.0265 2.8625 -0.290
F 2.1219 -2.2277 3.1660 -0.287
C 2.1401 -1.5064 0.8006 0.453
F 2.6308 -2.9401 0.7966 -0.270
F 3.0019 -0.8333 -0.2280 -0.322
S 0.4229 -1.5638 0.1167 2.212
F 0.6123 -3.2739 -0.2014 -0.418
F 1.0718 -1.2426 -1.4758 -0.438
F 0.1300 0.1087 0.2505 -0.448
F -0.3355 -1.9821 1.5794 -0.403
F -1.1190 -1.6972 -0.6416 -0.388
H 1.1894 6.3566 1.1647 0.300
H 0.4320 4.9984 0.0553 0.268
H 3.1957 5.0369 0.1676 0.279
H 3.0965 4.4145 1.9467 0.290
H 1.7428 2.7451 -1.0193 0.098
H 1.6235 1.9296 1.2528 0.108
H 4.1696 1.3255 -0.9176 0.303
H 4.7661 3.0350 -0.4336 0.302
H 5.8582 2.2939 1.4898 0.295
H 5.7241 0.5991 0.7024 0.305
O -6.9060 2.6811 -0.0767 -0.569
C -6.0735 1.7818 -0.1442 0.792
O -5.8594 1.1352 -1.3147 -0.506
C -4.7887 0.2015 -1.5488 -0.066
C -5.1757 -1.1914 -1.0920 -0.641
C -5.3443 1.3178 1.0816 -0.743
H -3.8552 0.5505 -1.0964 0.161
H -4.6208 0.1900 -2.6310 0.209
H -5.3659 -1.2234 -0.0162 0.200
H -4.3825 -1.9075 -1.3247 0.231
H -6.0981 -1.5130 -1.5861 0.228
H -5.9679 0.6011 1.6206 0.251
H -5.1566 2.1858 1.7212 0.244
H -4.3708 0.8771 0.8760 0.208
O -2.7520 -2.8216 -3.5362 -0.592
C -1.9195 -3.7209 -3.6036 0.802
O -1.7054 -4.3674 -4.7742 -0.504
C -0.6347 -5.3011 -5.0082 -0.068
C -1.0217 -6.6941 -4.5515 -0.638
C -1.1904 -4.1849 -2.3778 -0.757
H 0.2988 -4.9521 -4.5559 0.172
H -0.4669 -5.3127 -6.0905 0.204
H -1.2119 -6.7260 -3.4757 0.206
H -0.2285 -7.4101 -4.7842 0.223
H -1.9441 -7.0156 -5.0455 0.227
H -1.8139 -4.9016 -1.8389 0.250
H -1.0027 -3.3169 -1.7382 0.251
H -0.2169 -4.6255 -2.5834 0.216
```

**Frontier orbital gap**: 5.87 eV
**E_LUMO**: -5.64 eV
**Highest occupied orbital energy**: -11.51 eV
**M**: 833.2 u
**Charge**: +1


(2)
Entry from OMol25: 3 unconnected molecules or ions with the total composition C18H26Cl2N2O2S at a distorted geometry (the ωB97M-V functional and the def2-TZVPD basis).

Structure (XYZ):
```
51
Properties=species:S:1:pos:R:3:nbo_charge:R:1
C 1.5362 -0.3948 -1.9505 -0.652
C 2.0618 1.1706 -1.9527 -0.174
Cl 3.8820 1.2096 -2.2992 -0.095
C 1.6416 1.9998 -0.5726 -0.478
C 0.0338 2.4153 -0.7312 0.033
C -1.0692 1.3366 -0.1645 -0.242
C -2.6712 1.7185 -0.3252 0.023
C -3.7566 0.5940 0.2195 -0.457
C -4.8867 0.3137 -0.9351 -0.434
C -4.2903 -0.0073 -2.4288 -0.365
Cl -4.7229 -1.7451 -3.0355 -0.115
C -3.1361 3.1584 -1.0110 -0.279
C -1.9789 4.1800 -1.5627 0.124
N -2.0639 5.5273 -2.2613 -0.586
S -0.4639 6.1076 -2.6568 0.818
N 0.6224 4.8769 -2.0427 -0.573
C -0.3592 3.8478 -1.4583 0.093
H 0.3795 -0.5013 -1.6930 0.230
H 1.6808 -0.8310 -3.0512 0.222
H 2.1942 -1.0640 -1.2416 0.242
H 1.5272 1.7160 -2.8692 0.225
H 2.2522 2.9872 -0.4206 0.251
H 1.6880 1.2928 0.3882 0.255
H -0.7669 0.3140 0.3176 0.275
H -3.1504 -0.4083 0.4501 0.227
H -4.2425 0.8913 1.2686 0.242
H -5.5338 -0.6408 -0.6263 0.241
H -5.5983 1.2574 -1.0261 0.218
H -4.7514 0.7880 -3.1851 0.230
H -3.1266 0.0679 -2.5280 0.238
H -4.2785 3.4362 -1.0990 0.250
C 3.7191 -4.7155 -1.0396 -0.722
C 3.1691 -3.7890 0.0115 0.597
C 3.9436 -3.6586 1.2956 -0.719
O 2.1266 -3.1623 -0.1719 -0.555
H 3.0564 -4.7093 -1.9115 0.240
H 4.7103 -4.3770 -1.3513 0.234
H 3.7707 -5.7341 -0.6467 0.231
H 4.9450 -3.2731 1.0879 0.235
H 4.0053 -4.6300 1.7925 0.231
H 3.4287 -2.9569 1.9604 0.229
C -0.2748 0.4057 4.5873 -0.723
C 0.4142 -0.1995 3.3936 0.608
C 1.1878 -1.4725 3.6106 -0.726
O 0.3475 0.3259 2.2834 -0.567
H -0.7937 1.3205 4.2815 0.241
H -1.0104 -0.2965 4.9873 0.232
H 0.4630 0.6610 5.3521 0.234
H 0.5173 -2.2584 3.9672 0.234
H 1.9907 -1.3009 4.3319 0.232
H 1.6314 -1.7937 2.6621 0.243
```

**Frontier orbital gap**: 6.82 eV
**E_LUMO**: -1.29 eV
**Highest occupied orbital energy**: -8.11 eV
**M**: 405.4 u
**SMILES string**: C[C@H](Cl)Cc1cc(CCCCl)cc2nsnc12.CC(C)=O.CC(C)=O
**Charge**: 0


(3)
Entry from OMol25: a molecular structure, C18H26ClN5O4SiY (the ωB97M-V functional and the def2-TZVPD basis).

Structure (XYZ):
```
56
Properties=species:S:1:pos:R:3:nbo_charge:R:1
Y 0.3267 0.2629 0.1179 2.054
C -2.5197 3.0939 0.2101 -0.644
C -2.7499 1.9642 -0.7491 0.273
C -3.8579 1.9106 -1.5719 -0.345
C -3.9772 0.8245 -2.4467 -0.134
C -3.0250 -0.1599 -2.4800 -0.332
C -1.9103 -0.0680 -1.6074 0.453
N -1.8169 1.0067 -0.7723 -0.628
N -0.8904 -0.9306 -1.4979 -1.217
Si -0.6369 -2.4640 -2.2092 1.817
C -0.1503 -2.3205 -4.0196 -1.128
C 0.7727 -3.2415 -1.2446 -1.127
C -2.1145 -3.6187 -2.0738 -1.128
H -3.3718 3.7719 0.2289 0.208
H -1.6289 3.6569 -0.0746 0.236
H -2.3472 2.7097 1.2163 0.236
H -4.6045 2.6910 -1.5367 0.207
H -4.8344 0.7630 -3.1080 0.202
H -3.1071 -0.9998 -3.1563 0.208
H 0.7319 -1.6846 -4.1247 0.237
H -0.9531 -1.8648 -4.6048 0.229
H 0.0744 -3.2963 -4.4587 0.223
H 1.6514 -2.5895 -1.2494 0.235
H 1.0678 -4.2103 -1.6541 0.229
H 0.4649 -3.3928 -0.2056 0.243
H -2.9631 -3.2957 -2.6802 0.225
H -2.4490 -3.6805 -1.0358 0.244
H -1.8386 -4.6254 -2.4002 0.226
C 2.0772 -0.8103 3.9121 -0.623
C 1.7614 -1.5447 2.6193 0.143
C 2.5355 -2.8429 2.4851 -0.631
O 2.0857 -0.6770 1.5023 -0.755
C 0.2423 -1.8120 2.5471 0.782
O -0.2138 -2.6903 3.2594 -0.662
O -0.4060 -1.0504 1.7397 -0.843
H 3.1519 -0.6273 3.9903 0.196
H 1.7577 -1.4151 4.7605 0.226
H 1.5588 0.1480 3.9510 0.251
H 3.6107 -2.6598 2.5781 0.192
H 2.3331 -3.3173 1.5230 0.218
H 2.2261 -3.5246 3.2743 0.246
H 2.9780 -0.8507 1.1892 0.499
Cl 1.2826 1.6678 -2.3523 -0.150
C 2.2665 0.3987 -1.4006 -0.917
H 3.2076 0.9111 -1.1887 0.189
H 2.4683 -0.3650 -2.1552 0.189
N 1.0576 4.1888 0.0256 -0.822
C 0.9562 3.4631 1.1697 0.700
O 0.6650 2.2335 1.0692 -0.814
C 1.1513 4.0917 2.4152 -0.561
C 1.0554 3.3341 3.6067 0.327
N 0.9811 2.7214 4.5819 -0.404
C 1.4993 5.4601 2.4538 0.322
N 1.8030 6.5746 2.4044 -0.424
H 1.4404 5.1183 0.0612 0.404
H 1.1244 3.6636 -0.8339 0.418
```

**Frontier orbital gap**: 7.82 eV
**E_LUMO**: 2.49 eV
**Highest occupied orbital energy**: -5.33 eV
**Relative energy (zero: lowest compared OMol25 entry of this formula, charge and spin)**: 0.0 kJ/mol
**M**: 528.9 u
**Charge**: -1


> Look up the highest occupied orbital energy of the third one.

-5.33 eV